The following is a quantum chemistry calculation of a molecular structure, C48H48As2BF7O10S2SbTl, from the Open Molecules 2025 dataset.

LUMO level (eV): -0.41
Total energy (eV): -245309.747
F_max (eV Å⁻¹): 2.972
Relative energy (zero: lowest compared OMol25 entry of this formula, charge and spin) (kcal/mol): 5.1

Element x y z (Å)
Tl (0.095, -1.234, -0.160)
O (-1.404, -2.503, -1.130)
S (-1.526, -2.837, -2.587)
C (-1.411, -1.264, -3.436)
C (-2.639, -0.425, -3.124)
C (-2.548, 1.004, -3.692)
C (-2.135, 1.992, -2.623)
S (-0.379, 2.111, -2.260)
O (0.068, 0.688, -2.035)
C (0.272, 2.575, -3.850)
C (0.938, 1.639, -4.621)
C (1.500, 2.042, -5.825)
C (1.401, 3.366, -6.233)
C (0.743, 4.297, -5.439)
C (0.179, 3.905, -4.235)
C (0.068, -3.478, -3.083)
C (1.001, -3.697, -2.084)
C (2.274, -4.134, -2.433)
C (2.591, -4.368, -3.763)
C (1.628, -4.192, -4.752)
C (0.360, -3.743, -4.416)
H (-1.319, -1.463, -4.509)
H (-0.499, -0.793, -3.068)
H (-2.766, -0.378, -2.039)
H (-3.523, -0.925, -3.526)
H (-3.520, 1.320, -4.075)
H (-1.873, 1.048, -4.551)
H (-2.589, 1.736, -1.660)
H (-2.435, 3.016, -2.865)
H (1.040, 0.623, -4.262)
H (2.026, 1.322, -6.439)
H (1.859, 3.680, -7.163)
H (0.686, 5.334, -5.746)
H (-0.308, 4.633, -3.593)
H (0.713, -3.552, -1.047)
H (3.016, -4.294, -1.660)
H (3.585, -4.703, -4.032)
H (1.864, -4.410, -5.786)
H (-0.391, -3.611, -5.187)
F (-0.793, 1.120, 3.337)
B (-0.601, -0.180, 2.932)
F (0.707, -0.343, 2.334)
F (-0.719, -1.095, 3.969)
F (-1.521, -0.520, 1.861)
F (-6.780, -8.227, 2.230)
C (-6.017, -7.147, 1.964)
C (-4.812, -7.007, 2.624)
C (-4.034, -5.891, 2.351)
C (-4.451, -4.926, 1.432)
C (-5.669, -5.118, 0.783)
C (-6.465, -6.229, 1.042)
Sb (-3.340, -3.102, 1.120)
C (-3.631, -2.553, 3.161)
C (-4.599, -1.584, 3.425)
C (-4.891, -1.196, 4.727)
C (-4.194, -1.794, 5.755)
F (-4.472, -1.431, 7.023)
C (-3.217, -2.743, 5.536)
C (-2.941, -3.117, 4.230)
C (-1.449, -4.126, 1.259)
C (-1.294, -5.281, 0.485)
C (-0.066, -5.915, 0.362)
C (1.023, -5.368, 1.010)
F (2.228, -5.955, 0.862)
C (0.921, -4.244, 1.798)
C (-0.322, -3.626, 1.921)
H (-4.500, -7.758, 3.338)
H (-3.086, -5.784, 2.863)
H (-6.016, -4.392, 0.055)
H (-7.413, -6.386, 0.543)
H (-5.138, -1.113, 2.610)
H (-5.632, -0.439, 4.947)
H (-2.676, -3.161, 6.376)
H (-2.159, -3.847, 4.056)
H (-2.149, -5.704, -0.031)
H (0.056, -6.811, -0.234)
H (1.796, -3.857, 2.307)
H (-0.403, -2.762, 2.574)
C (3.598, 1.042, 4.937)
O (3.055, 1.499, 3.690)
C (2.351, 2.633, 3.783)
O (2.267, 3.273, 4.799)
C (1.581, 2.946, 2.537)
C (0.984, 4.138, 2.397)
As (2.114, 5.753, 2.267)
C (3.801, 5.210, 3.107)
C (2.645, 4.934, 0.468)
C (2.583, 3.664, 0.062)
As (1.630, 2.031, 0.822)
C (3.265, 0.950, 0.849)
C (3.241, 3.242, -1.220)
O (2.672, 2.633, -2.097)
O (4.556, 3.503, -1.231)
C (5.218, 3.179, -2.461)
C (3.221, 5.949, -0.479)
O (3.180, 5.903, -1.682)
O (3.785, 6.969, 0.189)
C (4.331, 8.007, -0.637)
C (-0.210, 4.360, 1.500)
O (-0.464, 5.413, 0.964)
O (-1.030, 3.305, 1.461)
C (-2.283, 3.531, 0.814)
H (4.134, 0.128, 4.705)
H (2.793, 0.843, 5.642)
H (4.269, 1.785, 5.361)
H (3.668, 5.160, 4.185)
H (4.521, 5.989, 2.858)
H (4.165, 4.252, 2.737)
H (4.102, 1.466, 1.309)
H (3.490, 0.720, -0.194)
H (3.059, 0.031, 1.396)
H (6.255, 3.463, -2.317)
H (4.774, 3.742, -3.280)
H (5.138, 2.114, -2.674)
H (4.598, 8.812, 0.038)
H (3.593, 8.341, -1.362)
H (5.210, 7.644, -1.165)
H (-2.852, 2.617, 0.960)
H (-2.137, 3.738, -0.246)
H (-2.798, 4.376, 1.264)


The following is a quantum chemistry calculation of 2 unconnected molecules or ions with the total composition C2H2BrN, from the Open Molecules 2025 dataset.

LUMO level (spin up / spin down) (eV): -2.57 / -2.57
Total energy (eV): -73634.054
F_max (eV Å⁻¹): 6.503
Relative energy (zero: lowest compared OMol25 entry of this formula, charge and spin) (kcal/mol): 95.0

Element x y z (Å)
C (0.399, -1.210, -1.040)
C (-0.330, 0.770, 0.503)
N (0.628, -1.947, -1.858)
Br (-0.061, 0.560, 2.266)
H (0.589, 1.307, 0.096)
H (-1.226, 0.519, 0.033)